1.
A molecular structure, C15H25AuN6O4PS in a non-equilibrium geometry. Source: the Open Molecules 2025 dataset; level of theory: ωB97M-V with the def2-TZVPD basis set.

Calculated values
LUMO ... 1.85 eV
Total charge ... -1
2S+1 ... 1
Highest occupied orbital energy ... -3.365 eV
Strongest force on any atom ... 9.44 eV/Å
Total energy ... -2091.20406 Eh

Last column: natural (NBO) charge in e.
CARTESIAN COORDINATES (ANGSTROEM)
Au1 -1.8225 0.8543 0.1803  0.693
O1 3.2116 2.9239 6.9652  -1.000
S1 4.6473 2.9847 6.6705  2.362
O2 5.4261 1.8869 7.2514  -1.000
O3 5.2329 4.3196 6.8257  -1.000
C1 4.7593 2.6692 4.8337  0.165
N1 5.9940 2.7389 4.2845  -0.414
C2 6.0230 2.4948 2.9714  0.068
C3 4.9028 2.1949 2.2184  -0.309
C4 3.6796 2.1494 2.8747  0.198
N2 3.5978 2.3872 4.1964  -0.430
C5 2.3873 1.8393 2.2103  -0.022
C6 2.2569 1.6495 0.8267  -0.242
C7 1.0094 1.3596 0.2867  0.042
N3 -0.1204 1.2438 1.0103  -0.585
C8 0.0063 1.4316 2.3396  0.054
C9 1.2080 1.7234 2.9668  -0.210
H1 7.0075 2.5450 2.5163  0.185
H2 5.0133 2.0037 1.1615  0.206
H3 3.0993 1.7254 0.1506  0.212
H4 0.8883 1.2096 -0.7822  0.191
H5 -0.9096 1.3408 2.9162  0.223
H6 1.2208 1.8610 4.0471  0.269
C10 -3.7049 -1.3614 -0.1250  -0.510
N4 -2.5949 -1.9331 -0.8702  -0.827
C11 -2.6103 -3.3803 -0.8146  -0.396
P1 -1.9212 -1.0534 -2.0794  2.478
O4 -1.5457 0.3206 -1.5820  -1.186
N5 -0.5972 -1.8991 -2.6007  -0.811
C12 0.6383 -1.1270 -2.7155  -0.402
C13 -0.6939 -2.8156 -3.7279  -0.404
N6 -2.9642 -0.9722 -3.3586  -0.839
C14 -3.4479 0.3625 -3.7042  -0.403
C15 -4.0230 -1.9422 -3.5766  -0.403
H7 -3.7412 -1.7520 0.8979  0.219
H8 -4.6641 -1.5687 -0.6079  0.142
H9 -3.6036 -0.2749 -0.0364  0.257
H10 -2.7714 -3.7370 0.2095  0.211
H11 -1.6528 -3.8065 -1.1258  0.209
H12 -3.3968 -3.8057 -1.4430  0.167
H13 0.8507 -0.5980 -1.7806  0.224
H14 0.5707 -0.3899 -3.5229  0.179
H15 1.5034 -1.7732 -2.9021  0.198
H16 -1.5049 -3.5330 -3.5804  0.199
H17 0.2172 -3.4161 -3.8317  0.204
H18 -0.8645 -2.2851 -4.6705  0.187
H19 -2.6115 1.0622 -3.8038  0.222
H20 -4.1306 0.7447 -2.9379  0.191
H21 -3.9655 0.3699 -4.6700  0.191
H22 -3.6536 -2.9652 -3.4868  0.198
H23 -4.4259 -1.8643 -4.5933  0.199
H24 -4.8510 -1.8099 -2.8746  0.191
H25 -2.5587 -0.3324 0.9927  -0.538

=====

2.
A single C4H8S2 molecule in a non-equilibrium geometry. Source: the Open Molecules 2025 dataset; level of theory: ωB97M-V with the def2-TZVPD basis set.

Calculated values
LUMO ... 0.85 eV
Energy relative to the best compared isomer or geometry (same formula, charge and spin) ... 149.9 kJ/mol
SMILES ... C=C[C@@H](S)CS
2S+1 ... 1
Highest occupied orbital energy ... -9.135 eV
Strongest force on any atom ... 3.60 eV/Å
Total energy ... -953.52954 Eh

Last column: natural (NBO) charge in e.
CARTESIAN COORDINATES (ANGSTROEM)
C1 -2.4709 -0.9635 -0.4694  -0.411
C2 -1.9128 -0.3222 0.5118  -0.184
C3 -0.4512 0.2792 0.3952  -0.372
S1 0.5401 -0.3516 1.7562  -0.018
C4 0.0939 0.0872 -1.0507  -0.534
S2 1.7016 0.7998 -1.4189  -0.002
H1 -2.0825 -1.2773 -1.4820  0.205
H2 -3.4174 -1.4888 -0.3967  0.206
H3 -2.3903 -0.0241 1.4598  0.222
H4 -0.4080 1.3048 0.5629  0.214
H5 -0.0611 -1.5899 1.8746  0.132
H6 -0.6432 0.4623 -1.7257  0.216
H7 0.1955 -0.9643 -1.2545  0.221
H8 1.3853 1.9224 -0.7578  0.106

=====

3.
A single C3H6FNS molecule in a non-equilibrium geometry. Source: the Open Molecules 2025 dataset; level of theory: ωB97M-V with the def2-TZVPD basis set.

Calculated values
LUMO ... 0.35 eV
Energy relative to the best compared isomer or geometry (same formula, charge and spin) ... 353.7 kJ/mol
SMILES ... C/C(CF)=N/S
2S+1 ... 1
Highest occupied orbital energy ... -8.907 eV
Strongest force on any atom ... 8.20 eV/Å
Total energy ... -670.58940 Eh

Last column: natural (NBO) charge in e.
CARTESIAN COORDINATES (ANGSTROEM)
C1 -1.2952 -0.2638 0.9586  -0.673
C2 -0.3688 0.0268 -0.0371  0.202
C3 1.0706 -0.5369 -0.1920  -0.039
F1 1.1291 -1.2030 -1.4535  -0.375
N1 -0.7060 1.0353 -0.7520  -0.548
S1 0.4299 2.1138 -1.4208  0.167
H1 -1.6774 -1.3457 1.0125  0.240
H2 -0.7180 -0.2673 2.0449  0.230
H3 -1.9438 0.5270 1.4521  0.272
H4 1.9965 0.2091 0.0212  0.223
H5 0.8702 -1.3743 0.4252  0.186
H6 1.2129 1.0789 -2.0590  0.115

=====

4.
A molecular structure, C9H14NPS in a non-equilibrium geometry. Source: the Open Molecules 2025 dataset; level of theory: ωB97M-V with the def2-TZVPD basis set.

Calculated values
LUMO ... 0.27 eV
Energy relative to the best compared isomer or geometry (same formula, charge and spin) ... 257.2 kJ/mol
2S+1 ... 1
Highest occupied orbital energy ... -7.450 eV
Strongest force on any atom ... 4.41 eV/Å
Total energy ... -1145.53162 Eh

Last column: natural (NBO) charge in e.
CARTESIAN COORDINATES (ANGSTROEM)
C1 -3.7856 -0.6577 1.2322  -0.194
C2 -3.2138 0.6113 0.9442  -0.220
C3 -3.1742 -1.7696 0.6050  -0.232
C4 -2.0074 0.7521 0.3598  -0.205
C5 -2.0720 -1.4982 -0.2244  -0.199
C6 -1.3797 -0.2682 -0.2774  -0.228
C7 2.8276 -0.1323 -1.8059  -0.442
C8 1.2826 1.7770 -1.7293  0.010
C9 1.8022 -0.4068 1.5589  -1.016
N1 2.0771 0.9718 -1.2502  -0.408
P1 2.5428 1.1670 0.9529  0.722
S1 4.4943 0.9949 0.9809  -0.626
H1 -4.6091 -0.6883 2.0238  0.226
H2 -3.5727 1.5765 1.4237  0.212
H3 -3.7419 -2.6607 0.6423  0.222
H4 -1.5743 1.7168 0.2930  0.203
H5 -1.5395 -2.3924 -0.6786  0.209
H6 3.8357 0.2710 -1.8954  0.250
H7 2.8905 -0.8538 -1.0814  0.217
H8 2.4210 -0.5772 -2.7464  0.198
H9 -0.4904 -0.0404 -0.7031  0.204
H10 1.0249 2.6529 -1.0410  0.192
H11 0.7069 1.6744 -2.6084  0.174
H12 2.1557 -1.1793 0.9868  0.228
H13 2.3549 -0.6933 2.4144  0.266
H14 0.7444 -0.3476 1.6235  0.236

=====

In order of appearance, Kohn-Sham gap = 5.21, 9.99, 9.26, 7.72 eV.